{"formula": "CH3PSi", "method": "ωB97M-V/def2-TZVPD", "e_tot_ev": -18247.0105, "homo_lumo_gap_ev": 7.5, "charge": 0, "lumo_ha": -0.0411, "de_lowest_kcal_mol": 61.3, "species": ["C", "Si", "P", "H", "H", "H"], "xyz": [[1.951, 1.168, 0.526], [-1.153, -1.244, -0.411], [0.476, 1.156, 1.007], [2.888, 1.548, 0.292], [-1.193, -0.486, -1.685], [-1.643, -2.462, -1.142]], "atomic_forces_ev_per_a": [[-2.8314, 0.4040, 0.9597], [-0.2197, -0.3457, 0.3506], [1.4724, -0.1081, -0.3287], [1.5350, -0.0431, -0.5062], [0.0579, 0.4271, -0.4032], [-0.0143, -0.3342, -0.0723]]}